A cluster of 3 separate species, C36H78B3NO5S2 in total at a distorted geometry. Source: the OMol25 dataset; level of theory: wB97M-V/def2-TZVPD.

## Properties
HOMO level (eV): -8.6
Calculated total energy (hartree): -2720.15400
Gap between HOMO and LUMO (eV): 7.74
LUMO (Ha): -0.0299

Geometry as XYZ:
```
125
Properties=species:S:1:pos:R:3:mulliken_charge:R:1
C 7.23417 -2.04024 3.32221 -0.81
C 8.14438 -1.52600 2.03294 -0.20
C 8.57710 -2.81194 1.08611 -0.62
C 7.73163 -2.78982 -0.32083 -0.69
C 6.22864 -3.49555 -0.19358 -0.52
C 5.13927 -2.27395 -0.29342 -0.17
C 3.77262 -2.52196 0.61350 -0.36
C 2.50614 -2.09373 -0.38666 -0.64
N 1.33364 -1.48916 0.35426 0.30
C 0.13080 -1.26119 -0.54157 -0.35
C -0.60217 -2.62809 -1.07395 -0.67
C -1.70643 -3.21548 0.03090 -0.58
C -3.09079 -2.32895 -0.24289 -0.51
C -3.81916 -1.82253 1.13810 -0.71
C -5.13376 -2.73337 1.52861 -0.10
C -6.15076 -1.91601 2.54122 -0.22
C -6.06885 -2.47002 4.10940 -0.98
C 1.67610 -0.15188 0.99165 -0.29
S 0.70608 0.52521 2.25890 -0.22
S 3.16682 0.92250 0.47733 0.24
C 4.35704 0.79526 1.95738 -0.17
C 4.99563 2.30391 2.28839 -0.54
C 3.69458 3.31828 2.36376 0.31
B 3.89187 4.60815 3.36326 0.80
O 5.17001 5.20303 3.79948 -0.53
B 4.79896 6.62676 4.12185 0.38
O 3.88411 7.38622 3.19796 -0.37
B 2.63837 6.55638 3.04012 0.45
O 1.55138 6.95186 2.12318 -0.41
C 0.89516 5.78190 1.50310 0.41
C 0.14087 6.15565 0.06166 -0.19
O -1.18633 6.76648 0.23928 -0.35
C -2.13052 6.37132 -0.81748 -0.27
C -1.53921 6.47862 -2.34815 -0.58
O 2.63985 5.28789 3.85144 -0.34
H 7.47476 -3.16793 3.59000 0.32
H 7.47567 -1.36974 4.27335 0.29
H 6.09234 -1.90685 3.10366 0.07
H 7.59669 -0.69360 1.41073 0.13
H 9.16621 -1.11894 2.49511 0.34
H 8.27477 -3.78847 1.65797 0.26
H 9.74703 -2.75980 0.91795 0.30
H 7.64355 -1.68584 -0.75106 0.31
H 8.36318 -3.39026 -1.11220 0.35
H 6.07894 -4.15573 -1.17429 0.24
H 6.10168 -4.15268 0.76648 0.38
H 5.66621 -1.29478 0.11302 -0.13
H 4.90289 -2.11490 -1.44633 0.31
H 3.79237 -1.91673 1.61539 0.17
H 3.66261 -3.66754 0.92979 0.46
H 2.86288 -1.36544 -1.26242 0.13
H 2.21307 -3.10685 -0.94572 0.11
H -0.71721 -0.62257 0.00409 0.36
H 0.45387 -0.60020 -1.47480 0.05
H -1.25183 -2.31668 -2.02581 0.34
H 0.12108 -3.47085 -1.44337 0.37
H -1.28656 -3.09789 1.11682 0.30
H -1.89482 -4.34783 -0.20940 0.31
H -2.80695 -1.34060 -0.84864 0.29
H -3.82695 -2.92103 -0.97136 0.23
H -3.02902 -1.78544 2.00077 0.22
H -4.18728 -0.71644 0.93738 0.34
H -4.72499 -3.67385 2.11815 0.17
H -5.74537 -3.05480 0.57829 -0.03
H -5.88755 -0.77541 2.54395 0.40
H -7.29219 -2.01192 2.23976 0.05
H -5.37365 -1.74546 4.71840 0.25
H -7.16437 -2.44089 4.57409 0.28
H -5.66779 -3.57804 4.15578 0.28
H 5.19199 -0.01183 1.81391 -0.35
H 3.66944 0.50486 2.87806 0.33
H 5.74403 2.64736 1.44767 0.23
H 5.49814 2.21977 3.34403 0.27
H 3.52566 3.71441 1.26537 -0.34
H 2.77023 2.68827 2.76891 0.02
H 5.16787 7.16874 5.10056 -0.07
H 0.13537 5.22659 2.23268 0.21
H 1.72224 4.97394 1.20932 -0.40
H 0.86315 6.82908 -0.59162 0.16
H 0.07100 5.11609 -0.52043 0.08
H -2.50730 5.27125 -0.63047 0.24
H -3.06897 7.10690 -0.77893 0.29
H -2.45058 6.64293 -3.09765 0.32
H -0.81659 7.38740 -2.49716 0.24
H -0.99685 5.46143 -2.65650 0.01
C -9.22983 -2.61869 -0.29438 -1.07
C -9.59907 -3.75556 0.64629 -0.57
C -8.55799 -4.87715 0.67829 -0.08
C -8.33597 -5.60743 -0.65081 -0.73
C -9.58306 -6.24825 -1.26407 -0.48
C -10.19284 -7.33462 -0.39212 -1.18
H -9.16945 -2.95637 -1.33279 0.33
H -9.98861 -1.82964 -0.24597 0.37
H -8.26740 -2.17925 -0.01608 0.16
H -10.58309 -4.15298 0.37424 0.37
H -9.70141 -3.34848 1.65871 0.35
H -8.84816 -5.60206 1.44830 0.39
H -7.59795 -4.45981 1.00698 -0.12
H -7.57844 -6.38586 -0.49368 0.43
H -7.90416 -4.91255 -1.38026 0.32
H -9.30647 -6.69149 -2.22835 0.37
H -10.33852 -5.48561 -1.48311 0.23
H -9.46615 -8.12900 -0.19383 0.29
H -11.05428 -7.78331 -0.89769 0.38
H -10.54092 -6.93708 0.56515 0.28
C 2.20967 3.01847 -6.66636 -1.19
C 3.04415 2.45712 -5.52521 -0.52
C 2.22725 2.16670 -4.26380 -0.53
C 1.56013 3.38528 -3.61641 -0.44
C 2.50858 4.51774 -3.21648 -0.37
C 3.52828 4.10679 -2.16594 -0.99
H 1.76720 3.98430 -6.40679 0.27
H 2.83715 3.16860 -7.55204 0.37
H 1.40407 2.32921 -6.93610 0.29
H 3.86757 3.14364 -5.29956 0.22
H 3.50702 1.52230 -5.86143 0.42
H 2.87826 1.67535 -3.53073 0.04
H 1.44658 1.43542 -4.50813 0.44
H 1.01629 3.04717 -2.72511 0.27
H 0.80013 3.78801 -4.29584 0.35
H 1.91082 5.34506 -2.81519 0.20
H 3.02698 4.91346 -4.09682 0.36
H 3.03081 3.74544 -1.26018 0.04
H 4.15072 4.96443 -1.89022 0.45
H 4.19277 3.31996 -2.53323 0.28
```